# 1
{
  "formula": "C30H47ClNO20",
  "method": "ωB97M-V with the def2-TZVPD basis set",
  "e_tot_ha": -3190.75648,
  "homo_ha": -0.423,
  "charge": 1,
  "species": ["Cl", "O", "O", "O", "O", "O", "O", "O", "O", "O", "O", "O", "O", "O", "O", "O", "O", "O", "O", "O", "O", "N", "C", "C", "C", "C", "C", "C", "C", "C", "C", "C", "C", "C", "C", "C", "C", "C", "C", "C", "C", "C", "C", "C", "C", "C", "C", "C", "C", "C", "C", "C", "H", "H", "H", "H", "H", "H", "H", "H", "H", "H", "H", "H", "H", "H", "H", "H", "H", "H", "H", "H", "H", "H", "H", "H", "H", "H", "H", "H", "H", "H", "H", "H", "H", "H", "H", "H", "H", "H", "H", "H", "H", "H", "H", "H", "H", "H", "H"],
  "xyz": [[-3.0202, -5.6904, 4.8883], [-6.9527, -5.4328, 2.6708], [1.6620, -5.0670, -0.1744], [-0.5575, -2.3626, 1.0865], [1.7553, 6.5666, -5.0694], [1.7595, 3.3600, -1.9639], [-8.1510, -6.0450, 4.4680], [2.2636, 8.0123, -6.7311], [1.4617, 3.8659, -8.6370], [-0.1816, 3.0382, 3.0417], [-0.3856, 3.5333, -1.2731], [5.2683, 4.7251, 1.3703], [0.7587, 2.7200, 5.0789], [5.7974, 6.5164, 0.1030], [3.7718, 6.4670, -6.0628], [0.0616, 2.7900, -3.3410], [5.4378, 6.7523, 2.3191], [2.7921, 2.6653, -7.2565], [-8.9299, -4.4319, 3.0961], [3.6893, 4.0097, -8.8370], [2.0509, 3.1444, 3.2747], [-1.5773, -4.7626, 1.8677], [3.1367, 4.6811, -9.9652], [-1.3286, 2.5711, -3.1227], [-1.2782, 0.0648, 4.3732], [2.6602, 3.4413, -8.1592], [-1.9441, -6.5799, 3.6797], [-1.2592, -1.0211, 3.5029], [-2.5317, -3.6069, 2.1080], [-0.4311, -6.5947, 4.1304], [4.8771, 5.8877, 3.3024], [2.5677, 7.1028, -6.0217], [1.7215, 4.9400, -9.5385], [2.3855, 5.3746, -4.6108], [-8.0948, -5.2260, 3.3844], [-6.1178, -6.2814, 3.4490], [0.8656, 2.9460, 3.9109], [0.3385, 3.5394, 1.8102], [1.7861, 3.1551, 1.8733], [-1.6317, 3.4764, -1.9638], [-2.1993, -6.0828, 2.2001], [1.2562, -3.8442, 0.4348], [-0.2779, -3.4837, 0.1978], [1.6339, -6.1845, 0.7343], [-1.9619, -2.2862, 1.3805], [-1.2705, -4.6992, 0.3878], [-7.0954, -6.9914, 4.3411], [5.2166, 4.5228, 2.7788], [3.8287, 5.6082, -4.9321], [0.5890, 3.2387, -2.1747], [5.5274, 6.0446, 1.1616], [-2.2903, -1.0488, 2.3025], [0.1038, -5.6098, 4.0213], [1.5098, -3.7525, 1.5306], [-2.4171, 3.0822, -1.3189], [-3.3201, -5.9356, 2.1059], [-7.4909, -7.9042, 3.8874], [-1.9064, 4.4856, -2.2805], [-1.9403, -6.9099, 1.4860], [1.6120, 5.8865, -9.0019], [3.7983, 6.0613, 3.3525], [-1.4088, 1.1001, 3.9497], [3.6836, 5.5992, -10.1780], [2.6435, -6.6428, 0.9230], [4.4643, 3.7780, 3.0368], [1.9692, 4.5226, -5.1561], [6.1942, 4.1738, 3.1223], [-1.9060, 2.8221, -4.0119], [-0.4295, -6.8275, 5.2406], [-6.6725, -7.2353, 5.3157], [-0.5366, -1.8704, 3.6234], [-1.1422, -0.0709, 5.4845], [1.0225, 4.9240, -10.3743], [-0.3636, -3.0871, -0.8527], [-3.3083, -1.2025, 2.7502], [-0.7301, -4.5346, 2.4045], [1.1393, -5.8589, 1.7041], [-2.6441, -3.4534, 3.2135], [-5.4104, -5.6634, 4.0097], [-2.3006, -7.6541, 3.7148], [4.3596, 6.1199, -4.1249], [-2.4943, -2.1826, 0.3804], [1.8433, -3.0230, -0.0830], [-2.2553, -0.0911, 1.7162], [-5.5596, -6.9686, 2.8102], [2.2169, 5.2299, -3.5446], [-3.5131, -3.8301, 1.5905], [-0.1735, 3.0916, 0.9623], [0.1105, -7.4585, 3.6452], [-0.8931, -5.6804, -0.0054], [2.4303, 3.8698, 1.3609], [5.3117, 6.0799, 4.2830], [1.9738, 2.1566, 1.4695], [0.9206, -6.9493, 0.2855], [-1.4864, 1.5157, -2.8831], [-2.2049, -4.4688, -0.2122], [4.3551, 4.6848, -5.1727], [3.1988, 4.0211, -10.8347], [0.1940, 4.6226, 1.7811]]
}

=====

# 2
{
  "formula": "C30H47F15NO11",
  "method": "ωB97M-V with the def2-TZVPD basis set",
  "e_tot_ha": -3551.50184,
  "homo_ha": -0.470,
  "charge": 1,
  "species": ["F", "F", "F", "F", "F", "F", "F", "F", "F", "F", "F", "F", "F", "F", "F", "O", "O", "O", "O", "O", "O", "O", "O", "O", "O", "O", "N", "C", "C", "C", "C", "C", "C", "C", "C", "C", "C", "C", "C", "C", "C", "C", "C", "C", "C", "C", "C", "C", "C", "C", "C", "C", "C", "C", "C", "C", "C", "H", "H", "H", "H", "H", "H", "H", "H", "H", "H", "H", "H", "H", "H", "H", "H", "H", "H", "H", "H", "H", "H", "H", "H", "H", "H", "H", "H", "H", "H", "H", "H", "H", "H", "H", "H", "H", "H", "H", "H", "H", "H", "H", "H", "H", "H", "H"],
  "xyz": [[9.8797, 0.8250, -3.7929], [2.9163, -2.3869, -2.0247], [-6.5016, -6.5807, 1.3096], [-3.0509, 5.7343, -6.8830], [3.3724, -4.3006, -2.8864], [-2.2596, 2.2189, 0.6732], [-4.9153, 4.6773, -6.9112], [9.3961, 2.7134, -2.9018], [-4.1445, 1.5919, -0.1782], [-6.4537, -4.5292, 0.6736], [1.9199, -3.0288, -3.8120], [-4.5821, 6.2396, -5.4732], [-5.5563, -6.0500, -0.5398], [-2.9083, 0.1927, 0.8787], [8.4377, 2.1188, -4.7222], [0.6143, -4.9834, -2.4836], [7.1263, 0.1184, -3.4947], [-4.6059, -4.8601, 2.6138], [-3.3587, -5.8307, 1.0571], [-4.3923, 1.0284, 3.0009], [7.5452, 1.2215, -1.5920], [-0.4950, -1.6413, 3.7353], [-2.3432, 3.7268, -5.1987], [1.1017, -3.8218, -0.6323], [-4.3559, 3.8677, -4.2276], [-4.2500, 3.1289, 2.2357], [2.9771, -1.5002, 2.6201], [2.0243, -1.3052, 3.7790], [-4.9433, 3.6068, 3.4050], [2.3268, -0.6551, 1.5541], [2.3808, -3.4463, -2.6362], [1.2927, -4.0863, -1.7837], [-3.9520, 2.8806, -3.2663], [0.9081, 4.5927, 2.5441], [0.6058, -1.0033, 3.1413], [8.8818, 1.6752, -3.5463], [-5.7460, -5.6585, 0.7139], [3.4161, 0.9766, -0.1247], [-4.0484, 1.8189, 2.1772], [7.7760, 1.0022, -2.7416], [-4.4255, -5.4720, 1.4515], [3.0347, -0.5086, 0.1854], [-3.3864, -4.6860, 3.3515], [-3.4389, 4.1920, -5.1361], [-1.6322, -4.7617, -1.5730], [6.0756, -0.5990, -2.8321], [-2.5418, -3.5890, 2.7346], [1.2933, 4.0530, 1.1103], [2.1669, 2.7726, 1.3267], [0.8786, -1.2869, 1.6059], [-0.4281, -5.6599, -1.7539], [-3.3347, 1.4541, 0.8812], [4.8429, 0.2646, -2.6567], [-4.0344, 3.6306, 4.6173], [2.2107, 1.9543, -0.0004], [-3.0275, 3.4704, -2.2209], [-3.9985, 5.2227, -6.1095], [-3.4963, 4.3314, -1.7399], [-2.2437, -3.8539, 1.7188], [-1.2569, -1.0719, 3.6342], [-0.7032, -6.5337, -2.3422], [3.8534, -1.0958, 2.9453], [0.1742, -0.8738, 0.8761], [-5.2688, 4.6193, 3.1715], [-3.1400, 4.2215, 4.4106], [-2.4407, -5.2926, -1.0741], [4.0325, -0.3109, -2.2125], [3.9882, -1.0786, 0.2113], [-2.8382, -5.6277, 3.4056], [1.6675, 2.2233, 2.1572], [2.3088, 2.6979, -0.8173], [-3.5001, 2.0252, -3.7712], [1.0994, -2.3712, 1.4913], [-3.1126, -2.6591, 2.6673], [3.1631, 3.1068, 1.6684], [-1.6426, -3.4141, 3.3140], [0.5558, 5.6328, 2.4845], [0.3837, 0.0833, 3.1800], [5.0471, 1.1218, -2.0138], [-1.3806, -3.8845, -0.9753], [4.5135, 0.6597, -3.6189], [-2.0969, 3.8232, -2.6674], [-4.5522, 4.0575, 5.4754], [4.2790, 1.2577, 0.5110], [-0.0448, -6.0222, -0.7990], [0.3466, 3.8350, 0.5870], [-1.9883, -4.3976, -2.5385], [5.8386, -1.4513, -3.4676], [6.4323, -0.9958, -1.8800], [1.8715, 4.8298, 0.5785], [-3.6710, -4.4208, 4.3688], [-5.8401, 3.0115, 3.5810], [2.9566, -2.5093, 2.4655], [-4.8660, 2.5275, -2.7898], [2.1671, 0.2959, 2.0984], [-3.7007, 2.6275, 4.8841], [3.7904, 0.9891, -1.1667], [1.2369, 1.4562, -0.1884], [0.1023, 3.9305, 2.9155], [-2.7839, 2.7379, -1.4725], [1.7830, 4.4663, 3.2032], [2.4101, -0.9597, -0.6069], [1.9965, -2.0925, 4.5479], [2.2792, -0.3912, 4.3485]]
}